{
  "formula": "C39H66O35P2",
  "method": "ωB97M-V/def2-TZVPD",
  "smiles": "CCOP(=O)(OCC)OCC.CCOP(=O)(OCC)OCC.O=C1OCCO1.O=C1OCCO1.O=C1OCCO1.O=C1OCCO1.O=C1OCCO1.O=C1OCCO1.O=C1OCCO1.O=C1OCCO1.O=C1OCCO1",
  "total_charge": 0,
  "spin_multiplicity": 1,
  "lumo_energy_ev": -1.22,
  "orbital_gap_ev": 9.29,
  "relative_energy_kcal_mol": 35.8,
  "max_force_ev_per_a": 2.02,
  "symbols": ["C", "C", "O", "C", "O", "O", "H", "H", "H", "H", "C", "C", "O", "C", "O", "O", "H", "H", "H", "H", "C", "C", "O", "C", "O", "O", "H", "H", "H", "H", "C", "C", "O", "C", "O", "O", "H", "H", "H", "H", "C", "C", "O", "C", "O", "O", "H", "H", "H", "H", "C", "C", "O", "C", "O", "O", "H", "H", "H", "H", "C", "C", "O", "C", "O", "O", "H", "H", "H", "H", "C", "C", "O", "C", "O", "O", "H", "H", "H", "H", "C", "C", "O", "C", "O", "O", "H", "H", "H", "H", "C", "C", "O", "P", "O", "O", "C", "C", "O", "C", "C", "H", "H", "H", "H", "H", "H", "H", "H", "H", "H", "H", "H", "H", "H", "H", "C", "C", "O", "P", "O", "O", "C", "C", "O", "C", "C", "H", "H", "H", "H", "H", "H", "H", "H", "H", "H", "H", "H", "H", "H", "H"],
  "positions_angstrom": [[-5.7600, 4.0559, 0.3817], [-5.3824, 2.5732, 0.4748], [-5.5901, 2.1511, -0.8685], [-5.4683, 3.2318, -1.6923], [-5.2889, 3.1547, -2.8614], [-5.5349, 4.3870, -0.9848], [-5.1635, 4.6851, 1.0483], [-6.7876, 4.2856, 0.6692], [-6.1332, 2.1798, 1.1564], [-4.3594, 2.4374, 0.8044], [-0.9151, -3.2450, -4.8341], [-2.0625, -4.2359, -4.8969], [-1.4247, -5.4374, -5.3042], [-0.3883, -5.0716, -6.0934], [0.1409, -5.7514, -6.9087], [0.0248, -3.8170, -5.7641], [-0.4346, -3.1661, -3.8632], [-1.2360, -2.2742, -5.2041], [-2.8806, -3.9346, -5.5618], [-2.6382, -4.3243, -3.9739], [-2.9804, -0.8600, -3.2481], [-3.6456, -0.0223, -2.1468], [-4.6677, -0.8785, -1.6411], [-4.8100, -1.9533, -2.4291], [-5.5930, -2.8275, -2.2621], [-3.7547, -2.0510, -3.2796], [-1.9894, -1.1504, -2.9094], [-2.7986, -0.3450, -4.1882], [-4.0294, 0.9354, -2.4977], [-2.9713, 0.2413, -1.3322], [3.1717, -2.6627, -7.2661], [2.5488, -2.3302, -5.9055], [3.3115, -1.1944, -5.5091], [3.8983, -0.6379, -6.5817], [4.5355, 0.3644, -6.5650], [3.7712, -1.4372, -7.6704], [2.4392, -3.0414, -7.9788], [3.9276, -3.4493, -7.2272], [2.7505, -3.1619, -5.2346], [1.4836, -2.1225, -5.9591], [2.2962, 0.8936, 2.8293], [2.7724, 1.9623, 1.8536], [3.2826, 1.1853, 0.7924], [3.6821, -0.0088, 1.2964], [4.4435, -0.7733, 0.8099], [3.2072, -0.1600, 2.5630], [1.2728, 0.5553, 2.6491], [2.3176, 1.2022, 3.8747], [3.4743, 2.6810, 2.2835], [1.9142, 2.5881, 1.5957], [-2.3429, 5.8150, 5.5040], [-2.4657, 5.7095, 3.9994], [-3.7550, 5.0855, 3.8466], [-4.4998, 5.3966, 4.9378], [-5.6573, 5.1881, 5.0607], [-3.7074, 5.9268, 5.9062], [-1.7509, 6.6824, 5.7917], [-1.9393, 4.9487, 6.0322], [-1.6903, 5.1210, 3.5150], [-2.5638, 6.6749, 3.5015], [6.8560, 1.8982, 0.9456], [6.9350, 2.9591, -0.1686], [7.8140, 2.3673, -1.1205], [8.1596, 1.1179, -0.7395], [8.8365, 0.3775, -1.3663], [7.6221, 0.8278, 0.4732], [5.8091, 1.6481, 1.1280], [7.2013, 2.2872, 1.9055], [7.3261, 3.9105, 0.1891], [5.9935, 3.1388, -0.6873], [-1.1930, 1.0040, 3.7506], [-2.7210, 1.3099, 3.7148], [-3.2559, 0.3935, 2.7782], [-2.2870, -0.4617, 2.3476], [-2.4654, -1.3753, 1.6214], [-1.0828, -0.0992, 2.8480], [-0.9138, 0.5856, 4.7139], [-0.6807, 1.8873, 3.3824], [-2.7528, 2.3966, 3.6101], [-3.2311, 1.0605, 4.6466], [-2.5073, 5.8329, -1.0126], [-1.4557, 6.9322, -0.7667], [-1.2259, 7.4949, -2.0377], [-2.2940, 7.2176, -2.8217], [-2.5362, 7.7357, -3.8554], [-3.0423, 6.2311, -2.2754], [-3.2599, 5.8749, -0.2269], [-2.0782, 4.8415, -1.0970], [-0.5371, 6.4450, -0.4219], [-1.6820, 7.6674, 0.0048], [-1.7189, 2.5269, 0.4611], [-0.3749, 2.1957, -0.1876], [-0.6983, 1.4292, -1.3357], [0.4075, 0.7056, -2.2298], [-0.1489, 0.0719, -3.4166], [1.4632, 1.8428, -2.3991], [2.4728, 1.6628, -3.4167], [3.8276, 1.4321, -2.8070], [1.0679, -0.2843, -1.1667], [0.2332, -1.4193, -0.7974], [0.9350, -2.6732, -1.2620], [-1.6721, 3.2166, 1.3046], [-2.1797, 3.0042, -0.4075], [-2.3365, 1.6709, 0.7225], [0.1671, 3.0946, -0.4842], [0.2325, 1.5768, 0.4820], [2.1437, 0.9913, -4.2137], [2.5027, 2.5756, -4.0277], [4.5636, 1.3230, -3.6030], [4.0886, 2.2411, -2.1250], [3.8435, 0.5180, -2.2065], [0.0283, -1.4568, 0.2732], [-0.7367, -1.3062, -1.2841], [0.9757, -2.7104, -2.3512], [1.9023, -2.8195, -0.7894], [0.3300, -3.5608, -1.0348], [3.2178, -3.6415, 5.1224], [2.8845, -4.0369, 3.6861], [1.4823, -4.1614, 3.4765], [0.7716, -5.5724, 3.3974], [1.6547, -6.6898, 3.7486], [-0.4970, -5.3635, 4.3117], [-0.4160, -4.8517, 5.6425], [-0.0278, -5.8957, 6.6696], [0.1925, -5.6471, 1.9461], [0.0789, -6.8584, 1.1909], [-0.8130, -6.5654, -0.0139], [4.1294, -4.1367, 5.4710], [3.5219, -2.5951, 5.2017], [2.4159, -3.8923, 5.8118], [3.2714, -3.2479, 3.0375], [3.4368, -4.9274, 3.3904], [0.1987, -3.9558, 5.7315], [-1.4499, -4.5559, 5.8350], [0.9584, -6.3193, 6.4787], [-0.0035, -5.3891, 7.6372], [-0.7544, -6.7046, 6.7069], [1.0809, -7.1425, 0.8659], [-0.3047, -7.6963, 1.7696], [-1.5630, -7.3562, -0.0947], [-1.4564, -5.7178, 0.2335], [-0.2862, -6.4081, -0.9481]],
  "atomic_forces_ev_per_a": [[0.327, 0.563, 0.676], [-1.398, 1.400, 0.199], [0.286, -0.006, 0.089], [0.206, -0.124, 0.047], [-0.148, 0.040, -0.021], [0.100, -0.253, 0.006], [0.273, -0.013, -0.317], [-0.165, -0.346, -0.351], [0.407, -0.920, -0.113], [0.046, -0.335, -0.053], [-0.267, 0.009, -0.422], [-1.085, 0.544, 0.871], [-0.329, -0.015, -0.464], [0.425, -0.064, 0.403], [0.027, -0.041, 0.023], [-0.471, -0.119, -0.258], [-0.070, 0.025, 0.073], [0.279, 0.140, 0.150], [0.563, -0.104, -0.663], [0.693, -0.482, 0.308], [1.167, 0.018, 1.314], [0.309, 0.549, -0.115], [-0.513, 0.611, -0.303], [1.152, -0.802, 0.914], [-0.550, 0.091, -0.293], [-0.655, 0.322, -1.057], [0.045, -0.065, -0.135], [-0.726, -0.206, -0.271], [-0.475, -0.273, -0.191], [0.094, -0.377, 0.030], [-0.474, -0.681, -0.105], [0.652, -0.744, -0.533], [-0.392, 0.316, 0.363], [0.770, -0.475, -0.326], [-0.253, 0.349, 0.078], [-0.309, 0.191, 0.068], [-0.084, 0.523, -0.153], [0.232, 0.221, 0.310], [-0.236, 0.214, 0.324], [0.196, 0.291, 0.074], [-0.125, 0.271, 0.308], [-1.435, 0.497, 0.934], [0.188, 0.326, -0.407], [0.732, -0.175, 0.947], [-0.365, 0.094, -0.592], [-0.227, -0.175, 0.029], [0.100, -0.050, -0.391], [0.453, -0.105, -0.002], [0.597, -0.481, -0.118], [0.100, -0.231, -0.757], [0.176, 0.205, 0.189], [-0.440, -0.178, -0.179], [0.220, -0.172, -0.189], [0.150, -0.219, 0.547], [-0.092, 0.043, -0.214], [-0.094, 0.315, -0.166], [-0.320, 0.127, 0.171], [0.172, -0.165, -0.411], [-0.100, -0.134, 0.000], [0.375, 0.158, 0.191], [-0.981, 1.195, 0.295], [-0.014, -0.148, -0.093], [0.210, 0.125, 0.002], [-0.075, 0.031, 0.090], [0.063, -0.007, -0.019], [0.078, -0.337, 0.050], [0.120, -0.587, -0.282], [0.554, -0.200, -0.124], [0.195, -0.039, -0.149], [-0.115, -0.052, 0.206], [-1.671, -1.116, -0.025], [0.917, -0.390, 1.757], [0.114, 0.613, -0.698], [-0.030, 0.415, -0.031], [-0.035, -0.068, -0.124], [0.374, 0.143, -0.278], [0.515, 0.700, 0.150], [0.654, -0.275, 0.151], [-1.142, -0.170, -1.114], [0.248, 0.216, 0.169], [0.079, 1.282, -0.096], [1.155, -1.403, 0.700], [-0.174, 0.375, 0.224], [-0.234, -0.292, -0.281], [0.108, 0.135, -0.167], [-0.308, -0.130, 0.368], [-0.277, -0.255, -0.259], [0.042, -0.035, -0.073], [0.117, 0.209, -0.168], [-0.515, 0.267, -0.349], [0.242, 0.448, -1.185], [-0.169, -0.815, 1.057], [-0.419, 0.134, -0.646], [0.030, -0.051, 1.380], [-0.093, -0.048, -0.309], [0.113, -0.124, -0.264], [0.444, 1.185, -1.407], [-0.137, -0.777, 0.236], [-0.096, 0.106, 0.079], [0.141, -0.466, -0.408], [-0.848, -0.767, -0.161], [0.162, 0.090, -0.072], [-0.774, 0.200, 0.526], [0.324, -0.253, -0.020], [0.036, 0.024, 0.085], [0.238, 0.117, -0.117], [0.110, -0.825, 0.702], [-0.074, 0.313, 0.643], [0.061, 0.138, 0.041], [0.039, 0.172, -0.189], [-0.020, -0.037, -0.108], [0.354, 0.415, 0.074], [-0.033, -0.143, 0.010], [0.549, 0.369, 0.010], [0.147, 0.191, -0.169], [-0.019, 0.191, 0.383], [0.791, -0.025, 0.121], [1.158, 0.458, 0.008], [-0.250, 0.331, -0.165], [0.913, -0.558, 0.422], [-0.073, -0.084, 0.106], [0.035, 0.141, -0.479], [-0.933, -0.266, 0.488], [0.264, 0.175, -0.020], [-0.446, 0.463, 0.156], [0.383, -0.190, -0.886], [-0.947, -0.216, 0.836], [-0.229, -0.393, -0.097], [-0.662, 0.160, -0.004], [-0.007, 0.106, 0.050], [-0.430, 0.011, -0.193], [-0.438, -0.307, 0.117], [0.190, -0.077, -0.418], [0.107, 0.181, 0.112], [-0.008, 0.019, -0.068], [-0.020, -0.150, 0.079], [-0.013, -0.008, -0.026], [0.010, -0.016, 0.083], [-0.125, 0.280, 0.355], [0.363, -0.256, -0.458], [0.350, 0.294, -0.162], [0.021, 0.018, -0.025]],
  "mulliken_charge": [-0.273, 0.593, -0.307, 0.698, -0.526, -0.355, 0.123, 0.289, 0.380, -0.503, 0.648, -0.338, -0.362, 0.509, -0.536, -0.315, -0.486, 0.255, 0.221, 0.341, 0.898, 0.952, -0.351, 0.532, -0.578, -0.288, -0.706, 0.324, -0.249, -0.604, -0.399, 0.085, -0.207, 0.564, -0.533, -0.359, 0.312, 0.226, 0.301, 0.046, -0.087, -0.186, -0.012, 0.679, -0.551, -0.475, -0.010, 0.459, 0.245, 0.091, -0.337, -0.216, -0.217, 0.559, -0.498, -0.352, 0.326, 0.250, 0.206, 0.291, 0.597, -0.189, -0.366, 0.662, -0.504, -0.347, -0.531, 0.276, 0.271, 0.130, -0.534, 0.077, -0.382, 0.493, -0.458, 0.152, 0.465, 0.178, -0.227, 0.422, 0.699, -0.333, -0.359, 0.529, -0.518, -0.314, -0.007, -0.280, 0.302, 0.219, -0.941, 0.269, 0.760, -0.744, -0.746, -0.204, -0.338, -0.932, 0.571, 1.243, -1.260, 0.420, 0.243, -0.051, 0.332, -0.239, 0.193, 0.326, 0.501, 0.191, 0.180, -0.046, -0.643, -0.205, 0.380, 0.409, -1.054, -0.114, 0.127, 0.172, -0.785, -0.239, -0.082, -1.177, 0.068, -0.307, -1.099, 0.340, 0.249, 0.224, 0.245, 0.372, 0.140, 0.313, 0.300, 0.373, 0.360, 0.299, 0.373, 0.372, 0.261, 0.280]
}